1.
# C4H6N2O

A 3-piece molecular cluster, C4H6N2O overall (wB97M-V/def2-TZVPD, the OMol25 dataset).

XYZ file:
```
13
C4H6N2O | the OMol25 dataset | wB97M-V/def2-TZVPD
H -2.522 -0.490 -1.233
N 1.213 -0.869 0.574
H -3.055 0.373 1.552
C -1.428 -0.617 -1.354
H 3.281 -0.305 0.544
H -0.019 1.721 -0.960
H -2.388 0.898 0.105
C 0.533 0.992 -0.377
O -1.110 -0.767 -0.051
N 1.889 1.082 -0.249
H 1.232 -1.780 1.003
C 0.112 -0.200 0.133
C 2.263 -0.037 0.312
```

Molecular weight, g mol⁻¹: 98.1
E_LUMO (alpha / beta), eV: -1.330 / -1.330
Calculated total energy, eV: -9263.832
HOMO (alpha / beta), eV: -9.083 / -9.082
Energy above the lowest of the compared OMol25 structures with the same formula, charge and spin, kJ/mol: 933.0

Charges computed using natural (NBO), reported in e: H 0.07; N -0.54; H 0.03; C 0.14; H 0.20; H 0.22; H -0.05; C -0.12; O -0.48; N -0.44; H 0.43; C 0.36; C 0.17

***

2.
# C2H5NO2S

The molecule C2H5NO2S (wB97M-V/def2-TZVPD, the OMol25 dataset).

XYZ file:
```
11
C2H5NO2S | the OMol25 dataset | wB97M-V/def2-TZVPD
S -1.379 -0.056 0.137
N -0.631 0.969 -0.990
H -0.263 0.502 -1.819
H 2.314 -0.219 0.162
H 0.524 1.543 0.885
H 1.197 -0.982 1.234
C 1.222 -0.422 0.310
O -2.565 0.618 0.467
H 0.727 -1.148 -0.530
C 0.245 0.642 0.332
O -1.390 -1.447 -0.188
```

Spin multiplicity: 3
Molecular weight, g mol⁻¹: 107.1
E_LUMO (alpha / beta), eV: 0.786 / -4.071
Calculated total energy, eV: -18567.072
HOMO (alpha / beta), eV: -5.344 / -11.350
Energy above the lowest of the compared OMol25 structures with the same formula, charge and spin, kJ/mol: 400.1

Charges computed using natural (NBO), reported in e: S 1.89; N -0.64; H 0.38; H 0.25; H 0.25; H 0.24; C -0.69; O -0.84; H 0.24; C -0.23; O -0.86

***

3.
# C20H23N3O4S

The molecule C20H23N3O4S (wB97M-V/def2-TZVPD, the OMol25 dataset).

XYZ file:
```
51
C20H23N3O4S | the OMol25 dataset | wB97M-V/def2-TZVPD
H 0.152 -0.676 0.654
H 6.782 0.733 -1.320
H 1.771 1.561 2.820
H -7.387 -0.149 -1.953
N 0.480 -3.009 0.124
C 4.680 1.082 -1.461
H -0.401 2.772 2.468
H -3.273 -1.440 -0.342
H -7.584 -1.827 -1.419
C 2.295 1.358 -1.536
H -7.776 -0.495 -0.267
H 2.636 2.377 -1.716
C -4.016 0.579 -0.099
C 5.857 0.176 -1.181
S 5.804 -0.407 0.535
C 3.953 -2.330 1.110
O 4.821 2.176 -1.964
O -5.316 0.386 -0.442
H -4.419 2.645 0.242
C -5.738 -0.916 -0.806
C 1.736 -2.409 0.203
C 1.711 2.427 2.166
C 2.719 -2.943 1.033
C 0.293 2.587 1.638
C -3.662 1.878 0.257
H 1.993 3.314 2.726
C -2.362 2.182 0.622
H -5.564 -1.614 0.023
C -3.048 -0.420 -0.083
C 3.250 -0.627 -0.457
H 1.860 0.972 -2.460
H -5.171 -1.265 -1.680
C -1.392 1.196 0.641
H 5.844 -0.695 -1.840
H 1.546 1.351 -0.746
H 2.514 -3.830 1.612
H 4.724 -2.730 1.749
C -0.763 -2.397 0.057
C -1.748 -0.117 0.287
C 2.026 -1.279 -0.560
C -7.221 -0.844 -1.134
H -2.118 3.199 0.886
H 1.286 -0.919 -1.255
H 0.241 3.433 0.940
O -1.755 -3.050 -0.183
N 3.453 0.577 -1.139
C 4.222 -1.176 0.389
O -0.065 1.388 0.975
H 2.414 2.293 1.348
H 0.437 -4.013 0.217
N -0.723 -1.062 0.322
```

SMILES: CCOc1ccc(OCC)c(NC(=O)Nc2ccc3c(c2)N(C)C(=O)CS3)c1
Molecular weight, g mol⁻¹: 401.5
E_LUMO, eV: 0.597
Calculated total energy, eV: -44610.218
HOMO, eV: -7.768
Energy above the lowest of the compared OMol25 structures with the same formula, charge and spin, kJ/mol: 0.0

Charges computed using natural (NBO), reported in e: H 0.43; H 0.26; H 0.22; H 0.21; N -0.64; C 0.68; H 0.18; H 0.26; H 0.21; C -0.44; H 0.21; H 0.25; C 0.31; C -0.62; S 0.28; C -0.19; O -0.59; O -0.50; H 0.22; C -0.06; C 0.16; C -0.62; C -0.24; C -0.06; C -0.26; H 0.22; C -0.26; H 0.17; C -0.35; C 0.24; H 0.20; H 0.17; C 0.22; H 0.24; H 0.23; H 0.22; H 0.23; C 0.80; C 0.21; C -0.32; C -0.62; H 0.22; H 0.24; H 0.17; O -0.64; N -0.46; C -0.24; O -0.54; H 0.21; H 0.42; N -0.65

***

4.
# C5H11NO

An isolated ion of composition C5H11NO and charge -1 (wB97M-V/def2-TZVPD, the OMol25 dataset).

XYZ file:
```
18
C5H11NO | the OMol25 dataset | wB97M-V/def2-TZVPD
H 1.092 0.792 -0.734
H -0.121 1.932 0.875
H 0.347 -1.426 -0.829
H 1.303 1.735 1.700
C 2.382 -0.153 0.652
H -1.087 0.552 -1.812
C -1.838 -0.134 -1.412
C -1.428 -0.536 0.011
H 2.672 -1.076 0.103
H 0.279 -1.430 1.016
H -2.067 -1.299 0.452
N 0.520 1.255 1.270
O 3.263 0.644 1.124
H -2.071 -0.997 -2.026
H -1.505 0.342 0.650
H -2.822 0.373 -1.397
C 0.071 -0.897 0.079
C 1.010 0.324 0.277
```

Spin multiplicity: 2
Molecular weight, g mol⁻¹: 101.1
E_LUMO (alpha / beta), eV: 3.953 / 3.815
Calculated total energy, eV: -8899.654
Total charge: -1
HOMO (alpha / beta), eV: 0.208 / -3.361
Energy above the lowest of the compared OMol25 structures with the same formula, charge and spin, kJ/mol: 49.0

Charges computed using natural (NBO), reported in e: H 0.10; H 0.33; H 0.18; H 0.39; C 0.04; H 0.21; C -0.62; C -0.41; H 0.06; H 0.21; H 0.18; N -0.88; O -0.79; H 0.19; H 0.21; H 0.18; C -0.42; C -0.17